180
Properties=species:S:1:pos:R:3:forces:R:3:lowdin_charge:R:1 method="wB97M-V/def2-TZVPD" total_charge=+1 relative_energy_kcal_mol=20.4 fmax_ha_per_bohr=0.06299 homo_energy_ha=-0.3992 homo_lumo_gap_ev=9.1
C -8.326 -23.581 13.475 1.80 -0.61 0.79 -0.067
C -9.433 -22.840 14.133 -2.09 -1.26 -1.63 -0.166
N -9.902 -23.385 15.419 -0.53 -1.03 1.18 0.023
C -11.063 -22.955 16.059 0.81 0.50 -0.84 -0.006
C -11.182 -23.711 17.161 -0.99 0.56 0.52 -0.037
N -10.168 -24.605 17.257 0.64 -0.16 -1.90 -0.067
C -9.452 -24.438 16.131 0.59 1.08 -0.27 -0.028
C -9.979 -25.701 18.213 0.16 -0.34 -0.27 0.028
H -8.150 -23.258 12.462 -0.38 0.29 -0.39 0.062
H -8.502 -24.653 13.451 -0.07 -0.18 -0.06 0.056
H -7.338 -23.411 13.961 -0.61 -0.16 0.02 0.099
H -10.317 -22.888 13.438 0.53 -0.13 0.77 0.121
H -9.248 -21.812 14.188 0.48 1.52 0.82 0.069
H -11.616 -22.100 15.675 0.21 -0.44 0.32 0.117
H -11.933 -23.666 17.891 -0.78 0.07 0.86 0.121
H -8.626 -25.038 15.833 0.38 -0.34 0.00 0.139
H -9.895 -26.635 17.623 0.76 0.53 0.41 0.098
H -10.895 -25.883 18.757 -0.23 0.52 0.31 0.091
H -9.147 -25.445 18.914 -0.63 -0.57 -0.73 0.117
C -9.549 -24.891 6.747 -1.01 0.45 0.04 -0.058
C -9.599 -24.542 8.231 -1.35 0.75 0.96 -0.166
N -8.439 -25.104 8.901 -0.67 -1.94 1.63 -0.059
C -7.163 -24.973 8.498 1.56 -1.44 2.13 -0.005
C -6.417 -25.887 9.264 -1.77 1.41 -1.69 0.004
N -7.289 -26.617 10.035 -1.01 0.75 -0.56 -0.059
C -8.511 -26.099 9.830 -0.21 0.11 -0.90 0.020
C -7.024 -27.892 10.756 -0.78 0.95 -0.24 0.043
H -9.134 -25.895 6.615 -0.35 0.07 0.07 0.094
H -8.986 -24.224 6.107 0.18 0.34 0.03 0.068
H -10.617 -24.875 6.448 0.76 -0.22 -0.29 0.072
H -10.527 -25.030 8.625 1.00 0.17 0.05 0.100
H -9.705 -23.483 8.632 0.27 -1.12 -1.56 0.130
H -6.858 -24.223 7.812 0.25 0.28 -0.40 0.132
H -5.389 -26.022 9.158 1.34 -0.57 0.32 0.110
H -9.446 -26.536 10.188 0.49 0.44 0.04 0.148
H -7.894 -28.533 10.727 -0.50 0.15 -0.21 0.095
H -6.892 -27.657 11.807 0.83 -0.29 -0.04 0.093
H -6.288 -28.377 10.144 0.89 -0.28 0.54 0.097
C -16.145 -29.796 14.871 0.26 -0.44 -0.89 -0.077
C -15.136 -29.487 13.821 1.75 -1.50 -0.88 -0.198
N -15.052 -28.075 13.522 1.55 0.34 -1.81 -0.040
C -15.926 -27.096 13.850 -1.18 0.06 1.24 -0.035
C -15.394 -25.933 13.484 1.03 0.46 -0.60 -0.013
N -14.162 -26.176 12.855 -1.57 -1.08 1.20 -0.016
C -14.004 -27.497 12.839 -1.67 0.08 1.47 0.033
C -13.196 -25.142 12.542 0.24 0.20 -0.92 0.011
H -17.092 -29.536 14.453 -0.96 0.26 0.30 0.074
H -15.875 -29.258 15.742 -0.25 0.42 1.13 0.079
H -16.140 -30.864 15.038 0.01 -0.19 0.26 0.090
H -15.334 -30.102 12.910 0.07 0.73 0.44 0.142
H -14.113 -29.774 14.161 -0.70 0.07 -0.20 0.143
H -16.854 -27.205 14.431 0.72 -0.30 -0.57 0.150
H -15.828 -24.976 13.596 0.18 0.79 0.06 0.088
H -13.215 -28.055 12.416 0.84 -0.26 -0.22 0.126
H -12.389 -25.600 11.936 -0.80 0.67 -0.06 0.093
H -12.733 -24.746 13.427 0.02 -0.11 0.75 0.083
H -13.789 -24.315 12.126 0.80 -0.31 -0.45 0.080
C -15.185 -22.524 7.342 -0.23 1.17 1.68 -0.076
C -14.545 -23.802 6.919 -0.55 0.57 -0.87 -0.141
N -15.615 -24.744 6.534 -0.68 -1.00 0.24 -0.015
C -17.016 -24.695 6.764 2.17 -1.16 -0.79 0.038
C -17.440 -25.911 6.348 -0.54 -0.09 0.40 -0.035
N -16.408 -26.695 5.902 1.72 0.07 -0.12 -0.049
C -15.295 -25.945 6.035 -0.49 0.72 0.59 -0.027
C -16.400 -28.153 5.456 -0.78 1.86 0.88 0.066
H -15.971 -22.632 8.095 0.31 -0.60 0.24 0.065
H -15.719 -21.996 6.590 -0.10 0.41 -1.29 0.068
H -14.509 -21.825 7.855 0.22 -0.36 -0.35 0.075
H -13.904 -24.192 7.693 -0.06 -0.49 0.39 0.115
H -13.955 -23.685 6.003 0.10 0.18 0.26 0.134
H -17.548 -23.875 7.192 0.00 0.21 0.14 0.122
H -18.402 -26.311 6.484 -1.00 -0.39 -0.22 0.122
H -14.238 -26.156 5.914 -0.28 -0.69 -0.25 0.151
H -17.014 -28.687 6.200 0.59 -0.06 -0.47 0.110
H -15.363 -28.438 5.401 0.19 -0.34 0.34 0.093
H -16.825 -28.198 4.467 -0.29 -0.10 -0.22 0.088
C -13.937 -19.547 17.204 0.25 0.01 -1.59 -0.052
C -14.381 -20.361 15.998 0.24 -1.60 -1.30 -0.156
N -14.824 -19.633 14.764 -1.00 2.53 -0.32 -0.007
C -15.861 -18.674 14.775 -0.93 -0.04 -0.24 -0.011
C -15.969 -18.155 13.514 0.62 -0.62 0.73 -0.020
N -14.952 -18.694 12.725 -1.02 -0.87 2.31 -0.054
C -14.283 -19.567 13.523 -0.54 -0.03 -0.03 0.015
C -14.922 -18.475 11.285 1.83 0.67 -0.39 -0.002
H -13.463 -20.228 17.915 0.06 0.37 -0.10 0.090
H -14.814 -19.109 17.606 -0.80 0.45 0.85 0.056
H -13.300 -18.734 16.864 0.49 -0.16 0.35 0.086
H -15.201 -21.039 16.309 0.26 0.40 -0.51 0.135
H -13.604 -21.010 15.559 -0.05 0.18 0.65 0.110
H -16.569 -18.455 15.616 1.22 -0.55 -0.83 0.150
H -16.702 -17.477 13.114 0.10 0.05 0.00 0.127
H -13.460 -20.164 13.196 0.33 -0.29 -0.14 0.120
H -15.254 -19.325 10.700 -0.26 -0.23 0.36 0.074
H -13.864 -18.273 11.016 -0.69 -0.12 0.00 0.087
H -15.505 -17.574 11.083 -0.02 -0.23 0.05 0.095
C -5.935 -20.004 13.062 -1.85 -0.26 -0.50 -0.059
C -6.110 -18.627 13.726 -1.92 -0.49 0.34 -0.136
N -7.077 -17.767 12.959 0.84 -0.76 -0.48 -0.030
C -6.682 -16.659 12.255 -0.27 0.92 0.07 -0.004
C -7.796 -16.086 11.683 1.16 -1.22 1.17 0.003
N -8.809 -16.921 12.061 -1.64 -0.12 -0.26 -0.072
C -8.383 -17.962 12.740 1.06 -0.42 1.18 -0.033
C -10.234 -16.671 11.835 0.15 -0.74 1.06 0.047
H -5.076 -20.568 13.397 0.12 0.02 0.55 0.068
H -5.767 -19.860 11.978 -0.20 0.04 0.40 0.083
H -6.886 -20.628 13.187 1.37 0.79 -0.12 0.077
H -5.181 -18.123 13.702 0.86 0.77 0.07 0.098
H -6.529 -18.621 14.769 0.69 -0.47 -1.02 0.122
H -5.657 -16.349 12.341 0.00 0.18 -0.33 0.127
H -7.982 -15.289 10.997 0.14 0.34 0.01 0.100
H -8.908 -18.836 13.129 -0.15 0.71 -0.13 0.135
H -10.569 -15.821 12.425 0.16 0.08 -0.03 0.111
H -10.793 -17.561 12.155 0.18 0.26 -0.23 0.096
H -10.325 -16.510 10.805 -0.67 0.36 -1.49 0.042
C -15.840 -16.459 6.124 -0.47 -1.81 0.63 -0.071
C -14.739 -16.548 5.077 2.35 1.67 1.47 -0.131
N -13.543 -17.384 5.526 -0.01 0.93 0.50 -0.028
C -12.246 -16.927 5.442 1.15 -1.46 -0.79 0.013
C -11.420 -17.949 5.869 -1.37 2.43 -0.02 -0.007
N -12.238 -18.868 6.402 0.47 -1.46 0.38 -0.068
C -13.491 -18.557 6.171 -2.28 0.13 -0.42 -0.038
C -11.779 -20.002 7.193 -0.13 -0.32 -0.08 0.035
H -16.747 -15.872 5.883 0.87 -0.12 -0.24 0.091
H -15.425 -16.139 7.085 -0.05 0.29 -0.25 0.082
H -16.217 -17.507 6.342 0.25 1.06 -0.35 0.084
H -14.205 -15.564 4.903 -1.00 -0.83 0.33 0.140
H -14.992 -16.867 4.116 -0.86 -0.84 -1.35 0.098
H -11.888 -16.030 4.989 -0.41 0.52 -0.16 0.136
H -10.370 -17.961 5.952 0.80 -0.08 0.15 0.108
H -14.399 -19.142 6.377 0.90 0.22 0.16 0.169
H -12.229 -20.904 6.789 0.07 -0.17 0.21 0.099
H -12.011 -19.862 8.231 -0.56 0.02 0.44 0.078
H -10.704 -20.053 7.190 0.33 0.01 -0.49 0.080
C -10.234 -21.492 10.671 0.97 2.85 -0.28 -0.610
F -9.938 -22.750 10.521 0.26 -0.94 0.22 0.141
F -9.439 -20.960 11.663 -0.53 -0.66 -0.74 0.086
F -9.860 -20.818 9.509 -0.36 -0.94 1.16 0.069
S -11.994 -21.168 11.027 -1.09 -0.29 0.18 0.499
O -12.201 -21.938 12.277 0.21 1.24 -1.56 -0.326
O -12.058 -19.707 11.121 0.21 -1.02 0.53 -0.327
O -12.642 -21.668 9.819 0.39 -0.12 0.75 -0.317
C -11.886 -28.396 9.155 0.03 0.05 -0.40 -0.659
F -11.543 -29.235 8.140 0.38 1.13 0.49 0.119
F -12.584 -29.125 9.968 -1.36 -0.92 1.26 0.155
F -10.824 -27.984 9.872 0.86 -0.55 -0.63 0.078
S -12.776 -26.857 8.644 -1.54 -0.06 1.05 0.442
O -12.364 -25.876 9.631 0.35 -0.19 -0.36 -0.322
O -12.250 -26.689 7.321 0.38 0.66 -1.39 -0.323
O -14.203 -27.148 8.715 0.65 -0.23 -0.35 -0.319
C -8.591 -18.496 17.351 -1.62 1.19 0.03 -0.625
F -9.505 -18.077 18.297 1.20 -0.32 -0.81 0.084
F -7.911 -17.386 16.931 -0.18 -1.20 0.53 0.098
F -7.789 -19.372 17.908 0.60 0.01 0.18 0.153
S -9.579 -19.211 15.957 -1.09 -0.61 0.66 0.479
O -8.629 -19.842 15.047 0.22 -0.04 0.25 -0.351
O -10.489 -20.147 16.628 0.89 0.54 -0.55 -0.331
O -10.210 -18.030 15.433 -0.20 0.32 -0.45 -0.309
C -8.239 -17.644 8.132 1.57 -1.00 -1.44 -0.570
F -8.809 -18.720 7.438 0.04 1.21 0.99 0.042
F -7.885 -18.094 9.340 -0.57 0.17 -0.21 0.124
F -7.081 -17.426 7.444 -0.70 0.08 0.67 0.091
S -9.260 -16.089 8.103 -0.92 0.96 -0.17 0.523
O -8.643 -15.204 9.106 -0.66 -1.27 -1.28 -0.333
O -9.099 -15.649 6.707 -0.48 -0.83 1.66 -0.323
O -10.599 -16.602 8.482 1.53 0.50 -0.51 -0.354
C -16.631 -23.691 11.040 1.48 -1.70 -0.63 -0.684
F -17.455 -23.369 10.062 -0.77 0.70 -0.60 0.129
F -17.103 -24.805 11.594 -0.60 -0.52 0.43 0.113
F -15.480 -24.093 10.410 -0.02 0.46 0.31 0.082
S -16.397 -22.391 12.270 -0.44 -0.89 -0.96 0.474
O -17.806 -22.244 12.582 0.75 0.86 0.66 -0.295
O -15.539 -22.982 13.294 -0.49 0.71 -0.24 -0.329
O -15.755 -21.424 11.402 -0.10 0.79 0.76 -0.312
As -9.952 -27.739 14.187 1.51 -1.54 -1.85 0.659
F -8.929 -27.046 12.926 -0.24 0.20 0.02 -0.271
F -9.251 -29.287 13.923 0.43 -0.15 -0.03 -0.237
F -10.894 -28.370 15.420 -1.17 -0.93 1.25 -0.217
F -10.710 -26.268 14.492 -0.72 1.91 -0.31 -0.212
F -11.099 -28.165 12.919 -0.13 0.47 0.40 -0.263
F -8.698 -27.330 15.311 0.27 0.21 0.37 -0.249